[1]
The following is a quantum chemistry calculation of a cluster of 13 separate species, C27H51BCl6N5O30 in total at a distorted geometry, from the Open Molecules 2025 dataset.

Last column: Löwdin charge in e.
CARTESIAN COORDINATES (ANGSTROEM)
O: -2.1157 -0.6452 -3.9397  0.132
C: -1.4336 -0.7757 -2.9496  -0.393
O: -0.5219 0.0481 -2.4871  0.226
B: 0.2659 -0.4826 -1.3638  -0.854
O: -0.5539 -1.6392 -0.9989  0.199
C: -1.4620 -1.9638 -1.9747  -0.355
O: -2.1077 -2.9593 -2.0330  0.150
O: 0.5191 0.5093 -0.2884  0.219
C: 1.7739 0.4460 0.0999  -0.350
O: 2.2071 1.0569 1.0714  0.096
C: 2.4653 -0.6093 -0.9201  -0.388
O: 1.6127 -0.9582 -1.7983  0.241
O: 3.6051 -1.0734 -0.7687  0.076
Cl: 6.3548 -6.6745 -0.7936  0.576
C: 4.8957 -6.1652 -0.0345  -0.695
C: 3.8816 -5.7080 -1.1557  -0.623
Cl: 3.1479 -7.1101 -2.0547  0.480
H: 5.0858 -5.2766 0.5674  0.071
H: 4.4611 -6.9860 0.5360  0.062
H: 4.3724 -5.0362 -1.8599  0.062
H: 3.1201 -5.0536 -0.7315  0.067
Cl: 2.4632 -1.5896 7.2578  0.512
C: 3.5997 -1.7570 5.9027  -0.652
C: 4.8473 -2.6269 6.3153  -0.641
Cl: 5.7672 -1.7980 7.6195  0.516
H: 4.0029 -0.8082 5.5487  0.070
H: 2.9228 -2.2574 5.2102  0.057
H: 5.3779 -2.6623 5.3638  0.067
H: 4.5508 -3.6561 6.5176  0.069
Cl: 0.6245 5.9104 -0.2092  0.592
C: 0.6152 6.5686 1.4003  -0.737
C: -0.3323 5.7591 2.2122  -0.618
Cl: -0.6052 6.6906 3.7773  0.483
H: 0.2686 7.5985 1.3150  0.063
H: 1.6529 6.5066 1.7280  0.074
H: 0.1965 4.8472 2.4894  0.075
H: -1.3174 5.6087 1.7705  0.070
C: -2.7003 0.0912 4.0977  0.045
N: -3.3290 1.4177 4.3283  -0.475
O: -3.0160 1.9222 5.3568  0.072
O: -4.2225 1.8026 3.6244  0.068
H: -2.4833 -0.3490 5.0709  0.096
H: -1.8619 -0.0206 3.4102  0.105
H: -3.5403 -0.4765 3.6974  0.091
C: -1.2447 -7.3965 -5.2355  0.058
N: -0.1077 -7.6740 -6.2282  -0.408
O: -0.2311 -8.6914 -6.9145  0.020
O: 0.6715 -6.8121 -6.6090  0.056
H: -2.1619 -7.8465 -5.6154  0.090
H: -1.3402 -6.3224 -5.0764  0.095
H: -0.9772 -7.8621 -4.2870  0.090
C: -6.1033 -4.4765 -7.2220  0.027
N: -5.3093 -4.0229 -8.3504  -0.454
O: -5.8666 -3.2533 -9.1655  0.033
O: -4.1637 -4.3942 -8.4511  0.081
H: -5.6286 -5.2626 -6.6348  0.097
H: -6.9813 -4.9219 -7.6899  0.103
H: -6.2208 -3.5394 -6.6779  0.113
C: -1.2676 -6.4526 1.2007  0.031
N: -0.6894 -5.7628 2.3663  -0.420
O: 0.2231 -4.9421 2.0847  0.037
O: -1.0899 -6.0537 3.4892  0.053
H: -2.3216 -6.2071 1.0708  0.106
H: -1.1000 -7.5238 1.3130  0.097
H: -0.6118 -6.2004 0.3674  0.096
C: 8.2454 3.5885 0.4891  0.036
N: 8.1143 4.7933 -0.3734  -0.452
O: 8.7596 4.8486 -1.4178  0.050
O: 7.2720 5.5749 -0.0045  0.069
H: 7.8289 2.7338 -0.0440  0.103
H: 7.6435 3.7120 1.3894  0.096
H: 9.3115 3.4702 0.6824  0.097
C: 4.0069 4.9472 6.9270  -0.046
O: 4.1905 5.5662 8.2024  -0.031
C: 5.4361 5.9982 8.6397  -0.513
O: 6.4531 6.0075 7.9615  0.102
O: 5.3652 6.2991 9.9644  -0.007
C: 6.5644 6.7800 10.5575  -0.060
H: 3.1603 4.2628 6.8725  0.094
H: 4.9230 4.4493 6.6094  0.090
H: 3.8193 5.7383 6.2010  0.091
H: 7.4838 6.3530 10.1569  0.090
H: 6.4416 6.5538 11.6166  0.095
H: 6.7391 7.8477 10.4248  0.093
C: 4.2418 2.7436 -5.5855  -0.030
O: 4.2869 2.4836 -6.9949  0.001
C: 3.7378 1.4454 -7.6001  -0.519
O: 3.7215 1.2767 -8.8480  0.074
O: 3.2491 0.5944 -6.6245  -0.054
C: 2.4618 -0.5244 -7.0252  -0.043
H: 3.2809 3.1721 -5.3008  0.096
H: 4.9683 3.5262 -5.3671  0.094
H: 4.3924 1.8544 -4.9734  0.095
H: 3.0563 -1.2776 -7.5423  0.094
H: 1.5711 -0.2120 -7.5701  0.101
H: 2.1827 -1.0741 -6.1263  0.091
C: -7.8145 -3.6449 -0.9306  -0.069
O: -8.0896 -3.8835 0.4009  -0.002
C: -7.1129 -3.7219 1.2911  -0.576
O: -6.0183 -3.2505 1.1169  0.141
O: -7.6523 -4.1419 2.4780  -0.014
C: -6.8208 -3.9251 3.6181  -0.056
H: -7.0120 -4.3000 -1.2696  0.103
H: -7.5388 -2.5920 -0.9889  0.102
H: -8.6500 -3.7675 -1.6198  0.094
H: -7.3385 -4.1932 4.5392  0.092
H: -6.4467 -2.9172 3.7973  0.091
H: -5.9425 -4.5469 3.4448  0.094
C: -8.0848 7.5426 -2.2330  -0.075
O: -6.9854 6.6715 -2.1178  -0.031
C: -5.8587 7.0982 -2.7713  -0.534
O: -5.8615 8.0417 -3.5659  0.104
O: -4.8354 6.2560 -2.5814  -0.004
C: -4.9839 4.8769 -2.2580  -0.035
H: -7.8963 8.5851 -1.9765  0.099
H: -8.8635 7.0274 -1.6706  0.096
H: -8.4865 7.6304 -3.2425  0.091
H: -3.9987 4.4173 -2.1792  0.102
H: -5.6565 4.3607 -2.9430  0.099
H: -5.4934 4.7966 -1.2977  0.089

Results
- relative energy (zero: lowest compared OMol25 entry of this formula, charge and spin) (kJ/mol) = 29.4
- Kohn-Sham gap (eV) = 8.97
- HOMO (Ha) = -0.2834
- total charge = -1
- max |F| (hartree/bohr) = 0.0928
- LUMO energy (Eh) = 0.046

[2]
The following is a quantum chemistry calculation of a cluster of 7 separate species, C33H67N4O20 in total at a distorted geometry, from the Open Molecules 2025 dataset.

Last column: Löwdin charge in e.
CARTESIAN COORDINATES (ANGSTROEM)
C: 3.5993 3.9044 0.0935  -0.072
C: 2.6906 2.7392 -0.2589  -0.208
C: 1.4594 3.1792 -1.0253  -0.134
O: 0.3133 3.1131 -0.1384  -0.008
N: -0.3143 4.3305 0.0020  -0.031
N: 0.2053 5.5444 0.1018  0.202
C: -0.8115 6.3671 0.2344  -0.431
N: -0.7007 7.6787 0.3680  0.226
N: -1.8925 5.6817 0.2454  0.238
C: -1.6069 4.3975 0.1023  -0.212
C: -2.5933 3.3354 0.0837  -0.074
C: -3.6715 3.6063 -0.9707  -0.146
C: -4.4555 4.8860 -0.7630  -0.188
C: -5.0118 5.1523 0.6211  -0.259
O: -5.4729 3.9852 1.2870  -0.054
H: 4.0363 4.3046 -0.8000  0.083
H: 4.3500 3.5847 0.7889  0.079
H: 2.9852 4.6511 0.5760  0.049
H: 2.3487 2.2710 0.6471  0.106
H: 3.2318 1.9742 -0.7860  0.103
H: 1.3411 2.4744 -1.8269  0.128
H: 1.5910 4.1431 -1.4896  0.123
H: 1.1974 5.7049 0.0668  0.176
H: 0.1315 8.1537 0.0821  0.122
H: -1.4311 8.2192 0.7843  0.130
H: -2.9924 3.2381 1.0779  0.131
H: -2.1598 2.3795 -0.1324  0.121
H: -4.2972 2.7383 -0.9821  0.114
H: -3.1460 3.6736 -1.9081  0.118
H: -5.3126 4.8381 -1.4154  0.114
H: -3.8992 5.7415 -1.0922  0.095
H: -5.8789 5.7821 0.4913  0.113
H: -4.3115 5.7358 1.2001  0.099
H: -5.2847 4.1126 2.2149  0.089
C: 5.4966 -0.7910 -6.0148  -0.051
C: 5.6524 0.7051 -5.8690  -0.197
O: 5.2330 1.1495 -4.5645  0.037
C: 6.1075 0.9449 -3.5875  -0.616
O: 7.1962 0.4509 -3.6884  0.134
O: 5.5550 1.3761 -2.4471  -0.014
C: 6.3597 1.1454 -1.2863  -0.032
H: 4.4783 -1.0976 -5.7736  0.090
H: 5.7275 -1.1055 -7.0314  0.090
H: 6.1605 -1.3138 -5.3333  0.039
H: 5.0116 1.2190 -6.5818  0.122
H: 6.6753 1.0229 -6.0640  0.126
H: 7.3627 1.5441 -1.4109  0.101
H: 6.4015 0.0800 -1.0669  0.097
H: 5.8790 1.6559 -0.4559  0.078
C: 6.3421 -7.8300 -4.7655  -0.064
C: 5.7750 -7.4608 -3.4120  -0.208
O: 6.4378 -6.3138 -2.8559  0.043
C: 6.0588 -5.1408 -3.3464  -0.614
O: 5.2138 -4.9553 -4.1833  0.121
O: 6.7842 -4.1914 -2.7535  0.016
C: 6.5287 -2.8760 -3.2437  -0.050
H: 7.4229 -7.9579 -4.7032  0.083
H: 5.8960 -8.7563 -5.1255  0.081
H: 6.1481 -7.0474 -5.4974  0.074
H: 5.9430 -8.2704 -2.7057  0.123
H: 4.7010 -7.2876 -3.4618  0.122
H: 5.4660 -2.6411 -3.2106  0.099
H: 6.9092 -2.7784 -4.2560  0.086
H: 7.0603 -2.1783 -2.6037  0.087
C: -2.0106 -3.1190 -3.4031  -0.060
C: -2.0938 -3.7607 -2.0362  -0.199
O: -1.0000 -3.3492 -1.1905  0.034
C: -1.1173 -2.1518 -0.6460  -0.612
O: -2.0404 -1.3899 -0.7767  0.122
O: -0.0162 -1.9084 0.0825  -0.022
C: -0.0095 -0.6051 0.6526  -0.041
H: -1.0360 -3.3076 -3.8541  0.085
H: -2.7858 -3.5162 -4.0564  0.085
H: -2.1362 -2.0389 -3.3369  0.073
H: -2.0066 -4.8408 -2.1272  0.123
H: -3.0450 -3.5499 -1.5495  0.128
H: -0.9217 -0.4130 1.2136  0.100
H: 0.1218 0.1405 -0.1338  0.085
H: 0.8374 -0.5513 1.3312  0.097
C: 0.1065 -4.7090 1.6222  -0.050
C: -1.2144 -5.4148 1.4549  -0.206
O: -1.2266 -6.6789 2.1383  0.045
C: -1.3982 -6.6189 3.4560  -0.617
O: -1.5552 -5.6181 4.1069  0.120
O: -1.3609 -7.8591 3.9331  0.010
C: -1.4614 -7.9464 5.3582  -0.035
H: 0.9271 -5.3617 1.3216  0.091
H: 0.1404 -3.8004 1.0207  0.049
H: 0.2727 -4.4389 2.6654  0.081
H: -1.3860 -5.6441 0.4059  0.113
H: -2.0410 -4.7912 1.7929  0.126
H: -2.3337 -7.4103 5.7231  0.095
H: -0.5574 -7.5566 5.8220  0.098
H: -1.5617 -8.9991 5.6020  0.093
C: -7.1108 0.9283 0.5003  -0.066
C: -8.5514 0.4748 0.3612  -0.211
O: -8.6852 -0.9487 0.2635  0.042
C: -8.6213 -1.5911 1.4270  -0.620
O: -8.4912 -1.0824 2.5087  0.122
O: -8.7538 -2.8925 1.1920  0.011
C: -8.6769 -3.6995 2.3713  -0.036
H: -6.4992 0.5260 -0.3101  0.079
H: -7.0616 2.0170 0.4817  0.062
H: -6.6722 0.5834 1.4361  0.077
H: -8.9649 0.8729 -0.5630  0.122
H: -9.1681 0.8427 1.1797  0.124
H: -9.3813 -3.3562 3.1246  0.096
H: -7.6698 -3.6849 2.7708  0.095
H: -8.9339 -4.7135 2.0772  0.095
C: 0.2548 3.4041 3.0362  -0.038
C: 0.5219 4.8889 3.1495  -0.217
O: 0.0481 5.4078 4.3888  0.046
C: 0.8496 5.1719 5.4380  -0.611
O: 1.9022 4.5944 5.3939  0.133
O: 0.2733 5.6786 6.5144  0.018
C: 0.9847 5.4389 7.7379  -0.020
H: -0.8042 3.2057 3.2161  0.093
H: 0.5217 3.0304 2.0551  0.046
H: 0.8155 2.8342 3.7752  0.090
H: -0.0319 5.4064 2.3794  0.086
H: 1.5806 5.1258 3.0168  0.127
H: 2.0190 5.7611 7.6575  0.098
H: 0.9354 4.3838 7.9975  0.102
H: 0.4883 6.0197 8.5076  0.097

Results
- relative energy (zero: lowest compared OMol25 entry of this formula, charge and spin) (kJ/mol) = 0.0
- Kohn-Sham gap (eV) = 9.24
- HOMO (Ha) = -0.4388
- total charge = +1
- max |F| (hartree/bohr) = 0.0741
- LUMO energy (Eh) = -0.099

[3]
The following is a quantum chemistry calculation of a cluster of 6 separate species, C18H42N6O6 in total at a distorted geometry, from the Open Molecules 2025 dataset.

Last column: Löwdin charge in e.
CARTESIAN COORDINATES (ANGSTROEM)
C: 2.1670 -2.4281 -0.3791  -0.336
O: 3.3610 -2.2085 -0.6994  -0.040
N: 1.7211 -2.7568 0.8291  -0.160
C: 0.2387 -3.0062 1.0745  -0.023
C: 2.5828 -2.9977 1.9591  -0.052
H: 1.3187 -2.1961 -1.0414  0.135
H: -0.0353 -2.8403 2.1164  0.086
H: -0.1345 -4.0127 0.8853  0.087
H: -0.3552 -2.2912 0.5052  0.056
H: 3.6334 -2.8691 1.6986  0.086
H: 2.3585 -2.2727 2.7415  0.088
H: 2.4247 -3.9874 2.3875  0.091
C: 4.0827 2.0044 2.8642  -0.277
O: 2.8719 2.3558 2.7245  -0.050
N: 4.7598 2.0991 4.0474  -0.186
C: 5.9206 1.2871 4.2850  -0.085
C: 4.0475 2.6148 5.2307  -0.038
H: 4.7085 1.5793 2.0643  0.133
H: 5.7209 0.2601 4.5906  0.086
H: 6.5736 1.6652 5.0717  0.089
H: 6.5653 1.0929 3.4278  0.087
H: 3.7229 1.7680 5.8354  0.089
H: 4.7072 3.1697 5.8976  0.085
H: 3.1564 3.2148 5.0461  0.087
C: -0.5073 0.6000 2.3829  -0.320
O: -1.2225 -0.0858 3.1498  -0.043
N: -0.7660 0.8936 1.1127  -0.185
C: 0.1755 1.4019 0.1666  -0.043
C: -2.0840 0.5562 0.6549  -0.052
H: 0.5121 0.8925 2.6786  0.125
H: 1.1819 1.3480 0.5818  0.085
H: -0.0607 2.4340 -0.0923  0.099
H: 0.0591 0.8305 -0.7543  0.089
H: -2.4784 1.2611 -0.0769  0.088
H: -1.9110 -0.3559 0.0836  0.067
H: -2.9061 0.3240 1.3319  0.085
C: -3.0953 -0.3734 -3.9513  -0.278
O: -2.2079 -0.6247 -3.0453  -0.097
N: -3.3731 0.8714 -4.3540  -0.191
C: -2.7281 1.9968 -3.6537  -0.027
C: -4.1348 1.2334 -5.5271  -0.064
H: -3.4653 -1.1842 -4.5978  0.136
H: -2.5104 1.7071 -2.6257  0.073
H: -3.4419 2.7825 -3.4065  0.090
H: -1.9469 2.3623 -4.3203  0.096
H: -4.2720 0.4180 -6.2373  0.088
H: -5.0845 1.7006 -5.2663  0.090
H: -3.6233 1.9596 -6.1589  0.088
C: 0.9860 2.1806 -3.0687  -0.362
O: 0.4209 3.2622 -2.9698  -0.014
N: 2.0235 1.7602 -2.3281  -0.180
C: 2.7512 2.7395 -1.4577  -0.028
C: 2.6411 0.4609 -2.4198  -0.063
H: 0.5911 1.4100 -3.7487  0.135
H: 3.1516 2.5578 -0.4603  0.076
H: 1.9609 3.4637 -1.2602  0.076
H: 3.5668 3.1513 -2.0522  0.091
H: 2.7260 -0.1056 -1.4925  0.054
H: 2.0419 -0.1600 -3.0858  0.091
H: 3.6696 0.5113 -2.7774  0.093
C: -5.0303 -4.1845 0.4854  -0.341
O: -6.0026 -4.4567 -0.2586  -0.037
N: -4.4951 -2.9860 0.5290  -0.176
C: -3.3033 -2.7158 1.2871  -0.060
C: -5.0041 -1.8061 -0.2670  0.000
H: -4.4423 -4.9083 1.0706  0.131
H: -3.0975 -3.6062 1.8811  0.090
H: -3.5884 -1.8830 1.9300  0.091
H: -2.4349 -2.4167 0.7000  0.058
H: -5.3703 -1.0289 0.4039  0.087
H: -4.1941 -1.4246 -0.8886  0.069
H: -5.7951 -2.0090 -0.9890  0.082

Results
- relative energy (zero: lowest compared OMol25 entry of this formula, charge and spin) (kJ/mol) = 455.0
- Kohn-Sham gap (eV) = 9.49
- HOMO (Ha) = -0.3315
- max |F| (hartree/bohr) = 0.0853
- structure (SMILES) = CN(C)C=O.CN(C)C=O.CN(C)C=O.CN(C)C=O.CN(C)C=O.CN(C)C=O
- LUMO energy (Eh) = 0.017